23
Properties=species:S:1:pos:R:3:forces:R:3:nbo_charge:R:1 method="wB97M-V/def2-TZVPD" homo_ha=-0.317 e_above_lowest_ev=4.745 e_tot_ev=-11473.0248
C -0.010935 1.093929 0.259854 -2.609 -0.191 0.213 -0.47
C 1.604610 -1.312384 -1.521231 0.240 0.694 0.353 -0.54
C 0.339747 1.668766 1.620545 -0.062 0.024 -0.097 -0.62
C 1.841310 -1.074439 -0.251039 0.855 -1.724 -0.651 0.12
C 2.289744 -1.264000 0.958172 -0.335 0.418 0.156 -0.48
H 0.846876 1.104222 -0.413974 0.062 -1.006 0.188 0.20
H -0.669546 1.792086 -0.267507 -0.175 0.326 0.231 0.19
H 1.588399 -0.518199 -2.253844 -0.045 0.113 -0.072 0.22
H 1.474282 -2.321933 -1.885590 -0.155 -0.099 0.139 0.23
H -0.615825 -1.179475 -1.255700 -0.651 0.398 0.247 0.36
H 0.738533 2.679283 1.528118 0.115 0.003 0.052 0.21
H -0.545079 1.723480 2.252072 -0.070 -0.006 -0.007 0.22
H 1.074428 1.054400 2.136495 0.152 -0.016 0.049 0.19
H 3.329227 -1.504973 1.131633 0.122 0.158 -0.104 0.23
H 1.666377 -1.152521 1.831674 -0.140 -0.034 0.083 0.22
N -2.214436 0.082202 -1.627085 0.298 -0.050 -0.086 -0.70
C -1.130620 -0.205809 0.442882 2.853 1.647 -0.349 0.28
O -2.249890 0.267321 1.084473 -0.378 0.294 0.097 -0.71
N -1.464733 -0.811560 -0.805609 -0.029 -0.768 -0.626 -0.50
H -2.816545 0.639205 0.386988 0.114 -0.047 0.079 0.49
H -1.608730 0.650183 -2.218785 -0.120 -0.063 0.071 0.34
H -2.821820 -0.471122 -2.220082 0.064 0.087 0.099 0.36
H -0.645374 -0.938664 1.087541 -0.104 -0.160 -0.066 0.17